Record 1
The following is a quantum chemistry calculation of 7 unconnected molecules or ions with the total composition C33H71ClNO15S at a distorted geometry, from the Open Molecules 2025 dataset.

## Properties
Orbital gap   5.5 eV
LUMO   -4.555 eV
Total charge   +1

The geometry in XYZ format:
```
122
Properties=species:S:1:pos:R:3:mulliken_charge:R:1
C 6.28267 2.12999 5.06094 -1.25
C 5.76952 3.11741 3.98922 -0.28
C 4.61099 2.59459 3.16538 -0.76
O 4.96307 1.75844 2.02107 0.19
N 6.12021 2.08592 1.39840 0.53
C 6.28906 3.22315 0.67212 -0.01
S 4.94326 4.34226 0.38914 -0.15
C 7.49916 3.47819 0.06987 -0.41
C 8.54430 2.56765 0.17759 0.60
C 9.86027 2.88531 -0.44284 -0.27
O 10.54032 3.72792 0.04373 -0.46
O 10.15932 2.17831 -1.51849 -0.38
C 8.34380 1.40337 0.87951 -0.48
C 7.12251 1.18585 1.49311 0.02
Cl 6.85594 -0.23933 2.35990 -0.09
H 7.32557 1.87547 4.91247 0.30
H 6.22170 2.60235 6.03442 0.36
H 5.65790 1.24632 5.11736 0.30
H 6.59882 3.49888 3.39781 0.19
H 5.37449 3.97936 4.51776 0.56
H 3.99922 1.95136 3.78443 0.53
H 3.97370 3.40286 2.82927 0.20
H 5.02286 5.08088 1.50769 0.21
H 7.64242 4.38286 -0.49200 0.56
H 11.11571 2.28504 -1.66031 0.38
H 9.12539 0.67082 0.96375 0.59
C -0.10725 -1.39020 -0.05394 -0.84
O 1.14519 -1.44362 0.61801 -0.44
C 2.15387 -0.68152 -0.01386 -0.58
C 2.38431 0.63024 0.70100 0.49
O 1.26864 1.49647 0.59119 -0.25
C 0.45633 1.52772 1.75207 -0.78
H -0.85510 -1.84352 0.59369 0.24
H -0.40693 -0.36170 -0.26678 0.39
H -0.06147 -1.95805 -0.98944 0.34
H 1.90522 -0.50094 -1.06429 0.35
H 3.07904 -1.26934 0.01802 0.43
H 3.23184 1.14277 0.23806 -0.36
H 2.63142 0.45004 1.75228 0.19
H 0.97117 2.05690 2.56403 0.23
H 0.18445 0.52459 2.08717 0.39
H -0.45242 2.07215 1.50313 0.22
C -3.30876 -2.76932 2.35286 -0.80
O -3.47524 -1.97003 1.19451 -0.14
C -4.49687 -2.44364 0.32772 -0.54
C -5.76992 -1.63994 0.45245 -0.35
O -6.38248 -1.82137 1.71968 -0.35
C -6.16683 -0.74115 2.61011 -0.71
H -2.64039 -2.23678 3.02838 0.22
H -4.25926 -2.94365 2.86191 0.43
H -2.85288 -3.73183 2.09492 0.21
H -4.69408 -3.50351 0.51469 0.29
H -4.11752 -2.34658 -0.69480 0.32
H -6.47937 -1.99180 -0.30197 0.21
H -5.57352 -0.58020 0.26419 0.38
H -6.74189 0.13679 2.29742 0.32
H -5.10808 -0.47715 2.67333 0.27
H -6.51194 -1.05253 3.59443 0.24
C 5.75872 -1.18235 -4.38944 -0.67
O 4.99149 0.01044 -4.42483 -0.43
C 4.25101 0.24266 -3.24126 -0.81
C 4.90686 1.29533 -2.37871 -0.06
O 6.15778 0.85927 -1.84285 -0.27
C 7.27275 1.37614 -2.55026 -0.81
H 6.41966 -1.17319 -5.25371 0.26
H 6.36386 -1.24664 -3.48126 0.24
H 5.10816 -2.05974 -4.45455 0.34
H 4.11833 -0.68545 -2.67709 0.40
H 3.26073 0.60218 -3.53758 0.40
H 4.25563 1.51428 -1.52661 -0.01
H 5.03870 2.22038 -2.94779 0.38
H 7.39091 2.45068 -2.35777 0.31
H 7.17551 1.21528 -3.62508 0.51
H 8.16213 0.85536 -2.19623 0.19
C -10.47480 -1.19683 -3.03291 -0.76
O -9.35915 -1.75344 -2.36060 -0.36
C -9.53219 -1.83225 -0.95328 -0.24
C -9.86995 -3.23662 -0.50830 -0.45
O -11.14932 -3.63951 -0.97047 -0.39
C -11.09702 -4.50307 -2.09152 -0.72
H -10.32493 -1.34763 -4.10060 0.25
H -11.40727 -1.68181 -2.73494 0.32
H -10.54596 -0.12158 -2.83652 0.31
H -10.30182 -1.13103 -0.61802 0.36
H -8.58655 -1.53566 -0.49064 0.10
H -9.89638 -3.26249 0.58549 0.36
H -9.09883 -3.93682 -0.84430 0.32
H -10.73261 -5.49348 -1.79805 0.32
H -10.45732 -4.10061 -2.88083 0.32
H -12.11020 -4.60388 -2.47655 0.25
C 0.54611 -5.20610 -0.38989 -0.40
O 0.08773 -5.39720 -1.71640 -0.34
C -0.12492 -6.76445 -2.04430 -0.54
C -1.59166 -7.12948 -2.00793 -0.51
O -2.11060 -7.06084 -0.68832 -0.40
C -2.86356 -5.88827 -0.45013 -0.82
H 0.50487 -4.13912 -0.17386 -0.07
H -0.07880 -5.73677 0.33269 0.32
H 1.58335 -5.54425 -0.28838 0.33
H 0.44184 -7.41310 -1.37030 0.33
H 0.25354 -6.91922 -3.05944 0.38
H -1.70867 -8.16146 -2.35221 0.40
H -2.16083 -6.48194 -2.68128 0.31
H -3.82846 -5.92974 -0.96771 0.40
H -2.31823 -4.99445 -0.76679 0.36
H -3.04423 -5.82512 0.62249 0.26
C -0.36714 4.96423 -0.09389 -0.80
O -0.59827 6.35679 -0.17722 -0.39
C -1.91868 6.68001 -0.59396 -0.48
C -2.78620 7.09784 0.57049 -0.49
O -3.02145 6.01725 1.46201 -0.37
C -2.22946 6.07249 2.63277 -0.70
H 0.59083 4.81463 0.40415 0.25
H -1.14609 4.46155 0.48554 0.32
H -0.31362 4.52014 -1.09374 0.39
H -2.37329 5.83543 -1.11947 0.30
H -1.84320 7.51419 -1.29782 0.41
H -3.75871 7.42086 0.18745 0.37
H -2.33364 7.94236 1.09813 0.32
H -2.56961 6.87831 3.29168 0.33
H -1.17182 6.21969 2.39722 0.29
H -2.34648 5.12332 3.15404 0.24
```


Record 2
The following is a quantum chemistry calculation of 4 unconnected molecules or ions with the total composition C23H57N4O8S, from the Open Molecules 2025 dataset.

## Properties
Orbital gap   6.4 eV
LUMO   2.259 eV
Total charge   -1

The geometry in XYZ format:
```
93
Properties=species:S:1:pos:R:3:mulliken_charge:R:1
C -0.29449 -1.42218 0.60158 -0.93
C 0.29683 -2.69034 1.20207 1.05
C 0.06964 -2.71711 2.71107 -1.74
C 1.79686 -2.81125 0.86588 -0.76
N 2.09509 -3.45654 -0.38552 -0.70
S 2.32337 -2.61174 -1.65893 1.20
C 0.75862 -2.56066 -2.61183 -0.70
O 2.60808 -1.19206 -1.40171 -0.72
O 3.22177 -3.29572 -2.58035 -0.75
H 0.22377 -0.55000 1.01374 -0.10
H -1.36190 -1.31050 0.82588 0.54
H -0.16883 -1.38497 -0.48039 0.07
H -0.20451 -3.55421 0.74827 0.21
H 0.47216 -3.63451 3.14997 0.46
H 0.58678 -1.87489 3.18799 0.23
H -0.98916 -2.64462 2.97542 0.43
H 2.28296 -3.38223 1.66872 0.32
H 2.23076 -1.79765 0.89701 0.31
H -0.03364 -3.04599 -2.04416 0.25
H 0.49683 -1.52513 -2.82116 0.29
H 0.92137 -3.10124 -3.54333 -0.01
C -0.80596 -5.54846 -6.78539 -0.81
O 0.23972 -4.70412 -6.37388 -0.26
C 1.55217 -5.18181 -6.64461 -0.87
C 2.23122 -4.31583 -7.68211 -0.19
N 1.56191 -4.41642 -8.97011 -0.32
C 2.05283 -3.50626 -9.99175 -0.74
C 1.94293 -2.00787 -9.72376 -0.47
O 0.60734 -1.53906 -9.65835 -0.42
C 0.02725 -1.54952 -8.36644 -0.54
H -1.72575 -5.15010 -6.35935 0.24
H -0.91137 -5.59385 -7.87723 0.31
H -0.66520 -6.57221 -6.41994 0.34
H 1.50381 -6.22270 -6.98198 0.44
H 2.12749 -5.13472 -5.71725 0.44
H 3.26879 -4.64817 -7.79153 0.35
H 2.26264 -3.29307 -7.28387 0.16
H 0.56954 -4.26740 -8.83489 0.15
H 1.51495 -3.71973 -10.91918 0.38
H 3.10980 -3.73293 -10.17631 0.38
H 2.41298 -1.48373 -10.56030 0.34
H 2.47827 -1.72203 -8.81106 0.35
H 0.76454 -1.30781 -7.59498 0.27
H -0.41929 -2.51425 -8.11021 0.17
H -0.75400 -0.79026 -8.35486 0.30
C -1.32615 6.12973 -0.07697 -0.75
O -0.54615 5.09731 -0.63238 -0.35
C 0.83423 5.41022 -0.77850 -0.81
C 1.68263 4.53595 0.11843 -0.20
N 1.40503 4.82322 1.51569 -0.26
C 2.10954 3.98513 2.47446 -0.96
C 1.85092 2.48342 2.43275 -0.51
O 0.52205 2.12977 2.77626 -0.09
C -0.39370 2.08634 1.69629 -0.96
H -2.36364 5.80093 -0.11111 0.25
H -1.05670 6.34654 0.96323 0.30
H -1.23017 7.05936 -0.65048 0.35
H 1.00260 6.46511 -0.53631 0.42
H 1.11435 5.24163 -1.82150 0.39
H 2.73654 4.75293 -0.08616 0.40
H 1.51097 3.48827 -0.16127 0.14
H 0.40696 4.74780 1.67278 0.14
H 1.85742 4.34470 3.47591 0.36
H 3.18684 4.14097 2.34291 0.44
H 2.49804 2.01253 3.17717 0.36
H 2.10698 2.04933 1.45978 0.42
H 0.11220 1.81722 0.76550 0.46
H -0.92223 3.03385 1.54894 0.27
H -1.12473 1.30983 1.92018 0.29
C -4.73893 0.32544 8.46902 -0.73
O -3.47263 0.78717 8.88141 -0.36
C -2.38444 -0.03509 8.46901 -0.78
C -1.49569 0.69649 7.48826 -0.24
N -2.20116 0.95285 6.24877 -0.16
C -1.45396 1.71100 5.25395 -0.59
C -1.04066 3.13376 5.60461 -0.14
O -2.13080 4.03552 5.74701 -0.42
C -2.68850 4.11003 7.03908 -0.56
H -5.48251 0.97908 8.92272 0.24
H -4.85903 0.35017 7.38016 0.30
H -4.92027 -0.70240 8.80342 0.36
H -2.76505 -0.95247 8.00911 0.43
H -1.80692 -0.30437 9.35749 0.38
H -0.62780 0.06350 7.27420 0.34
H -1.11710 1.60453 7.98200 0.19
H -3.07692 1.41835 6.45055 0.19
H -2.05728 1.75221 4.34400 0.19
H -0.54711 1.15704 4.99381 0.30
H -0.43519 3.50500 4.77614 -0.01
H -0.42587 3.16524 6.51351 0.31
H -1.92066 3.99906 7.81312 0.26
H -3.45465 3.34907 7.21984 0.18
H -3.14968 5.09261 7.14234 0.28
```


Record 3
The following is a quantum chemistry calculation of 2 unconnected molecules or ions with the total composition C3H2IN at a distorted geometry, from the Open Molecules 2025 dataset.

## Properties
Relative energy (zero: lowest compared OMol25 entry of this formula, charge and spin)   187.13 kJ/mol
Orbital gap   9.9 eV
LUMO   0.301 eV

The geometry in XYZ format:
```
7
Properties=species:S:1:pos:R:3:nbo_charge:R:1
C 0.26128 -1.68443 0.93809 -0.21
C 1.20724 -1.52456 0.17087 -0.30
I 2.70441 -1.35842 -1.17022 0.29
H -0.53481 -1.68913 1.49996 0.21
C -1.26487 2.16687 -0.46388 0.07
N -1.92328 1.26605 -0.68416 -0.30
H -0.44996 2.82363 -0.29065 0.23
```


Record 4
The following is a quantum chemistry calculation of a molecular structure, C24H38CoF5N7OSSi at a distorted geometry, from the Open Molecules 2025 dataset.

## Properties
Relative energy (zero: lowest compared OMol25 entry of this formula, charge and spin)   87.92 kJ/mol
Orbital gap (alpha / beta)   7.5 / 7.5 eV
LUMO (alpha / beta)   -2.866 / -2.867 eV
Total charge   +1

The geometry in XYZ format:
```
78
Properties=species:S:1:pos:R:3:mulliken_charge:R:1
Co -0.23511 -0.32569 -0.46831 -0.26
C 3.22022 -1.24682 1.04220 -1.11
C 3.05471 -0.18388 -0.00054 0.61
C 4.12223 0.58325 -0.42149 -0.95
C 3.91418 1.54464 -1.41110 -0.93
C 2.67728 1.70237 -1.98781 -1.05
C 1.64043 0.84999 -1.56023 1.11
N 1.84548 -0.02714 -0.55862 0.22
N 0.34910 0.81393 -1.99422 0.14
Si -0.28185 2.09077 -3.03992 0.86
C -2.13590 1.92342 -3.21692 -0.97
C 0.50350 1.86999 -4.73491 -1.51
C 0.16328 3.77730 -2.32905 -1.39
H 4.07358 -1.03083 1.68229 0.55
H 3.39369 -2.21044 0.55859 0.13
H 2.32217 -1.34715 1.64615 -0.13
H 5.09823 0.43985 0.01950 0.52
H 4.73580 2.17621 -1.72493 0.45
H 2.50403 2.45333 -2.74303 0.40
H -2.52700 1.04609 -2.71119 0.04
H -2.41070 1.85102 -4.27102 0.45
H -2.64997 2.79755 -2.81190 0.29
H -0.03383 1.11797 -5.31894 0.35
H 1.54911 1.56239 -4.68086 0.40
H 0.46078 2.80277 -5.30236 0.41
H 0.46305 3.70422 -1.28136 0.34
H -0.69169 4.45516 -2.38604 0.46
H 0.98172 4.25113 -2.87383 0.42
F -2.72958 -0.60385 -1.66938 -0.47
C -2.11719 -0.97592 -0.50506 0.80
F -2.81133 -0.35482 0.50622 -0.35
C -2.56288 -2.45654 -0.33738 0.62
F -2.07023 -3.01255 0.77965 -0.17
F -2.21351 -3.21935 -1.37908 -0.23
F -3.89173 -2.51031 -0.24649 -0.27
O -0.94111 1.41727 0.19387 -0.52
C -1.38174 2.48063 0.60216 -0.14
C -2.81890 2.87473 0.49038 -0.93
C -3.46303 2.49643 1.84945 -0.28
C -2.71510 2.88687 3.13856 -1.34
C -1.40023 2.12782 3.41219 0.17
C -0.17683 2.65945 2.63646 -0.71
N -0.61526 3.30354 1.38779 -0.11
H -3.31136 2.34093 -0.31956 0.20
H -2.89438 3.95039 0.31059 0.51
H -3.60302 1.41377 1.85821 0.03
H -4.45941 2.93888 1.87262 0.49
H -3.39690 2.66680 3.96150 0.47
H -2.55042 3.96907 3.18609 0.33
H -1.56018 1.07420 3.16024 -0.17
H -1.18196 2.16558 4.48103 0.48
H 0.51187 1.85440 2.38367 -0.02
H 0.37653 3.40014 3.21065 0.59
H -1.09856 4.16908 1.58253 0.43
C 0.38759 -1.58045 4.79682 -1.15
C -0.32211 -2.26830 3.62554 -0.73
C -0.24385 -1.48106 2.40628 0.64
N -0.15735 -0.84401 1.46196 0.23
H 0.18493 -2.13001 5.71317 0.39
H 0.03178 -0.55908 4.92387 0.27
H 1.46445 -1.55549 4.63967 0.34
H -1.37960 -2.43737 3.83577 0.40
H 0.12273 -3.23966 3.39942 0.31
C 2.81148 -5.42057 0.11707 -0.98
C 1.31589 -5.37298 -0.19768 -0.61
C 0.92484 -4.12288 -0.91834 0.27
N 0.64276 -3.01529 -0.34040 -0.84
N 0.30518 -2.02480 -1.22153 1.82
C 0.38847 -2.38127 -2.48655 0.08
N 0.20302 -1.56464 -3.52249 -0.22
S 0.84166 -4.03864 -2.65600 -0.21
H 3.06521 -6.36006 0.60585 0.40
H 3.09110 -4.60316 0.78166 0.19
H 3.40927 -5.34135 -0.79169 0.33
H 0.72837 -5.41674 0.72007 0.21
H 1.03058 -6.23545 -0.80189 0.42
H 0.05111 -0.58110 -3.30705 -0.09
H 0.07243 -1.92364 -4.45055 0.26
```


Q: What is the formula in the second record?
A: C23H57N4O8S